Record 1
# C22H27Br42FO3

A molecular structure, C22H27Br42FO3 in a non-equilibrium geometry (ωB97M-V/def2-TZVPD, OMol25).

Computed properties:
E_HOMO: -9.58 eV
Orbital gap: 9.13 eV

```
95
Properties=species:S:1:pos:R:3:forces:R:3
C -1.595600 0.560085 -4.301113 0.430 0.943 -0.096
C -2.574271 1.316071 -5.226274 0.021 -0.435 -0.530
O -3.949681 1.212575 -4.860001 0.839 -0.409 0.585
C -4.243642 1.667230 -3.562247 -1.266 2.702 -0.276
C -3.475256 2.875413 -2.954824 0.383 -0.564 1.644
C -4.593300 3.758975 -2.367256 0.085 -0.464 1.170
C -4.192785 5.175879 -1.934468 0.225 0.170 -1.722
C -3.481086 5.983380 -3.031669 -0.328 0.377 0.790
F -4.372706 6.249068 -4.060049 0.180 -0.163 -0.182
O -5.722419 3.615715 -3.230227 0.861 0.354 0.033
C -5.635134 2.382082 -3.809793 2.526 1.006 2.126
O -6.506440 1.982719 -4.440444 -3.184 -1.861 -2.469
H -2.095585 -0.035008 -3.530499 0.040 0.029 -0.289
H -0.919083 -0.060681 -4.903085 -0.290 -0.103 0.251
H -0.937401 1.284576 -3.796879 -0.232 -0.247 0.091
H -2.322253 2.381997 -5.385140 -0.069 -0.608 0.327
H -2.497008 0.844136 -6.216117 -0.350 0.257 0.152
H -4.356412 0.922633 -2.762041 0.080 -0.363 -0.591
H -2.940232 2.529578 -2.043328 0.184 0.198 -0.853
H -2.751026 3.415226 -3.567005 -0.428 -0.185 -0.312
H -4.940946 3.308919 -1.414486 0.335 -0.140 -0.230
H -5.094581 5.734446 -1.657527 0.249 -0.147 0.267
H -3.473529 5.099580 -1.107680 -0.420 -0.082 0.047
H -2.587800 5.484029 -3.423238 -0.249 0.036 -0.106
H -3.179915 6.957410 -2.618690 0.045 -0.224 -0.108
C 0.019080 2.934291 -8.354076 -0.048 0.076 -0.082
Br 0.220051 1.176731 -9.122049 -0.022 0.122 0.092
Br -1.577762 3.816562 -8.974301 0.072 -0.145 0.055
Br 0.085065 2.877434 -6.428588 0.223 0.104 -0.157
H 0.862946 3.523597 -8.687083 -0.013 -0.064 0.049
C -1.225998 -0.015343 0.228075 0.084 -0.105 0.050
Br -2.998263 0.482850 -0.367958 0.160 -0.247 0.238
Br -1.174973 -1.839238 0.839695 -0.039 0.265 -0.126
Br 0.104912 0.327647 -1.119885 -0.005 -0.041 0.057
H -0.986113 0.613260 1.074674 -0.040 -0.043 -0.095
C 1.450169 1.066177 3.931942 0.122 -0.153 0.039
Br -0.336387 1.563748 3.396318 0.233 0.126 0.035
Br 1.542743 -0.776305 4.497441 0.030 0.091 -0.149
Br 2.760010 1.440527 2.570225 -0.210 0.095 -0.045
H 1.702877 1.679064 4.789006 -0.031 -0.054 -0.022
C 3.784201 -1.042667 -0.531252 -0.019 0.021 0.033
Br 2.950077 -2.024808 0.902918 0.065 -0.010 -0.098
Br 5.698599 -0.950161 -0.313518 -0.178 -0.012 -0.005
Br 3.286275 -1.748899 -2.255927 0.088 0.066 0.105
H 3.408327 -0.028045 -0.481719 -0.018 -0.066 0.008
C -1.283382 -3.643805 -4.888114 -0.042 0.050 -0.007
Br 0.478128 -3.288432 -4.183899 -0.155 -0.019 0.010
Br -1.475128 -5.485112 -5.430052 0.017 0.132 0.073
Br -2.662269 -3.119007 -3.645071 0.132 -0.109 -0.038
H -1.402051 -3.035886 -5.775596 0.010 -0.034 0.048
C 5.746997 -1.368480 4.092072 -0.047 0.119 -0.181
Br 5.414643 -2.371736 5.707578 -0.003 0.001 -0.051
Br 5.852430 0.521857 4.450954 0.162 -0.234 -0.080
Br 7.301138 -2.008723 3.148306 -0.098 0.020 0.172
H 4.893113 -1.525736 3.442358 0.026 0.008 0.043
C -1.840300 0.409689 7.470256 -0.088 0.005 -0.021
Br -2.595709 -0.597778 8.928457 0.065 0.045 -0.121
Br 0.073523 0.586496 7.649176 -0.121 0.001 0.015
Br -2.346712 -0.326665 5.757399 0.005 -0.061 0.275
H -2.255107 1.407654 7.520406 0.026 -0.057 -0.011
C -5.026799 2.354302 -10.781762 0.016 -0.094 0.082
Br -5.279965 1.404710 -9.122593 0.070 0.116 -0.105
Br -4.874072 4.256176 -10.490404 -0.015 -0.086 -0.036
Br -3.528859 1.662798 -11.784052 -0.096 0.060 0.080
H -5.912645 2.194519 -11.381726 0.055 0.029 0.026
C -1.692988 -5.067309 9.675663 0.013 -0.005 -0.023
Br -3.523799 -4.934379 10.269678 0.137 0.028 -0.063
Br -1.567915 -5.125678 7.751292 -0.025 0.046 0.143
Br -0.601531 -3.660850 10.416206 -0.045 -0.085 -0.041
H -1.303418 -6.004751 10.049571 -0.027 0.052 -0.023
C -3.687097 -5.280843 0.637056 0.021 0.001 -0.081
Br -2.786709 -4.575521 2.191986 -0.096 -0.181 -0.014
Br -4.630773 -3.898255 -0.323483 0.080 -0.076 0.084
Br -2.476821 -6.250477 -0.509031 -0.077 0.136 0.079
H -4.427837 -5.985604 0.990595 0.042 0.049 -0.007
C 5.632655 -2.952840 9.718088 0.031 -0.048 -0.010
Br 3.848953 -3.481271 10.230329 0.124 0.033 -0.043
Br 6.159550 -1.297727 10.559044 -0.055 -0.112 -0.067
Br 6.913300 -4.359963 10.032388 -0.106 0.215 0.098
H 5.615526 -2.772792 8.650810 0.017 0.015 0.067
C 4.904354 3.773989 6.714505 0.029 -0.053 0.077
Br 3.378857 3.981742 5.547771 0.108 -0.007 0.049
Br 4.914517 2.053084 7.581831 -0.078 0.167 0.072
Br 6.560777 4.111365 5.785450 -0.148 -0.066 0.019
H 4.814300 4.522955 7.490012 -0.006 -0.028 -0.061
C 4.529250 2.227900 -8.126144 0.016 -0.103 0.050
Br 3.700091 3.778659 -8.925645 0.051 -0.094 0.044
Br 3.692793 1.749340 -6.455888 0.104 0.012 -0.177
Br 4.585870 0.738473 -9.349028 -0.046 0.135 0.092
H 5.553303 2.497211 -7.904245 -0.063 0.013 -0.029
C 6.382893 -7.935930 7.363909 -0.003 0.028 0.021
Br 5.793998 -6.147378 6.937263 0.003 -0.200 -0.063
Br 7.201788 -8.034593 9.110775 -0.099 -0.012 -0.155
Br 4.956453 -9.219808 7.173501 0.099 0.117 0.043
H 7.144940 -8.198048 6.642193 -0.041 0.025 0.043
```
Positions in Å, forces in eV/Å.

Record 2
# C22H27BrIrN5O3

A molecular structure, C22H27BrIrN5O3 (ωB97M-V/def2-TZVPD, OMol25).

Computed properties:
E_HOMO (alpha / beta): -7.56 / -6.76 eV
Orbital gap (alpha / beta): 7.01 / 6.55 eV

```
59
Properties=species:S:1:pos:R:3:forces:R:3
Ir 0.392824 0.100878 -1.928694 0.400 0.561 -0.508
Br -4.066053 5.075484 1.151498 -0.002 0.006 0.002
C -3.293295 3.693643 0.113137 0.009 -0.014 0.000
C -2.112218 3.930037 -0.573342 -0.005 0.006 -0.004
C -1.535951 2.908538 -1.312249 -0.010 0.036 -0.042
C -2.134355 1.654634 -1.361643 0.039 -0.028 0.043
C -3.323575 1.433005 -0.673388 -0.013 -0.013 0.031
C -3.908759 2.452666 0.063824 0.017 0.005 0.009
N -1.496298 0.604231 -2.074523 -0.158 -0.120 0.201
C -2.256324 -0.116553 -2.900691 0.050 0.032 -0.081
C -1.568974 -1.124846 -3.610150 -0.007 0.002 0.010
C -2.140052 -2.001635 -4.545441 0.003 0.030 -0.021
C -1.346807 -2.921024 -5.179091 0.012 0.010 -0.006
C 0.021425 -2.957213 -4.879775 0.005 0.009 -0.011
C 0.532970 -2.077145 -3.959476 -0.024 -0.013 0.025
N -0.235843 -1.172556 -3.320621 -0.040 -0.240 0.153
H -1.642076 4.902589 -0.530284 -0.001 0.004 0.000
H -0.609896 3.067485 -1.849583 -0.038 0.016 -0.008
H -3.781131 0.451811 -0.693775 0.015 -0.001 -0.008
H -4.830877 2.280300 0.602020 0.003 0.001 0.001
H -3.296971 0.121396 -3.072657 -0.002 0.013 0.010
H -3.199878 -1.929947 -4.749605 -0.001 -0.008 0.003
H -1.768116 -3.604867 -5.903511 -0.004 -0.005 0.004
H 0.683243 -3.664152 -5.358254 0.000 0.001 -0.007
H 1.579100 -2.062911 -3.695285 0.003 -0.008 0.000
O 4.376354 -1.583173 -2.142406 0.071 0.047 -0.033
C 3.357592 -0.968943 -2.114776 -0.005 -0.080 0.089
N 2.345271 -0.355987 -2.075099 -0.215 -0.127 0.148
O 0.983787 3.086070 1.031261 -0.019 0.008 0.059
C 0.634421 1.935873 0.492063 0.128 -0.010 0.100
O 1.060501 1.637422 -0.612281 -0.177 -0.195 0.117
C -0.251482 1.080759 1.370727 -0.073 0.075 -0.033
N -0.978641 1.935818 2.307024 0.000 -0.014 -0.027
C -1.078599 1.252100 3.620293 -0.006 -0.015 -0.005
C -0.411506 -0.103438 3.418842 0.013 0.009 0.056
C 0.587563 0.150658 2.281905 -0.004 0.031 -0.036
H -0.880884 0.460024 0.730615 -0.022 -0.035 -0.061
H -1.885596 2.195691 1.940838 0.024 0.036 -0.001
H 0.413701 3.157441 1.837211 0.006 -0.002 -0.055
H -2.119039 1.168853 3.933901 0.004 -0.004 0.005
H -0.553388 1.837642 4.377298 -0.003 0.005 0.000
H -1.137062 -0.851621 3.085055 -0.004 0.013 -0.014
H 0.067750 -0.476532 4.322472 -0.002 -0.017 -0.011
H 0.414399 -1.722737 1.511287 -0.006 0.030 -0.048
H 1.428840 0.730847 2.674353 -0.027 -0.001 -0.004
C 2.497789 -1.892549 3.429889 0.011 -0.013 0.011
C 2.415061 -1.521626 1.945071 -0.019 -0.001 -0.042
C 2.607592 -2.772173 1.092569 0.009 0.016 0.003
C 3.493023 -0.494638 1.603741 0.057 -0.028 0.018
N 1.101287 -0.979115 1.562508 0.003 -0.036 0.079
H 3.459921 -2.357096 3.653122 0.006 0.006 0.007
H 1.709566 -2.600168 3.699232 0.001 -0.003 -0.004
H 2.404797 -1.010594 4.068488 -0.011 -0.002 -0.007
H 3.581244 -3.222775 1.284137 0.006 -0.006 0.000
H 2.541197 -2.521375 0.034780 0.006 0.018 -0.028
H 1.838718 -3.515934 1.323032 0.007 0.002 0.003
H 4.481608 -0.948648 1.685617 0.001 0.010 0.013
H 3.472882 0.361101 2.283599 -0.005 -0.005 -0.017
H 3.359221 -0.135024 0.585192 -0.004 0.002 -0.079
```
Positions in Å, forces in eV/Å.

Record 3
# C22H27CaClN3O4PS2

A molecular structure, C22H27CaClN3O4PS2 in a non-equilibrium geometry (ωB97M-V/def2-TZVPD, OMol25).

Computed properties:
E_HOMO: -7.70 eV
Relative energy (zero: lowest compared OMol25 entry of this formula, charge and spin): 43.3 kJ/mol
Orbital gap: 7.80 eV

```
61
Properties=species:S:1:pos:R:3:forces:R:3
Ca 0.432345 0.138461 0.274293 0.539 0.209 -0.945
O 1.384293 0.859234 2.300131 0.092 0.166 0.206
C 1.043151 -0.245153 2.749973 0.214 -0.214 0.763
C 1.376778 -0.779080 4.135167 0.061 -0.051 -0.063
C 0.762292 -2.176482 4.116695 0.011 0.025 -0.066
C 0.149233 -2.289015 2.715884 0.027 -0.180 0.258
O -0.398179 -3.282699 2.279410 0.052 0.079 0.052
N 0.323301 -1.117705 2.028597 -0.236 -1.159 1.081
H 0.956050 -0.123620 4.897122 0.008 0.060 -0.038
H 2.459825 -0.779296 4.261075 -0.009 0.033 0.029
H -0.022937 -2.321481 4.857618 -0.001 -0.005 0.003
H 1.492553 -2.973303 4.251949 -0.026 -0.021 -0.003
N -0.596523 -1.656807 -0.854748 -0.261 -0.671 -0.232
C -0.955725 -2.723002 -1.082715 0.047 0.327 0.045
C -1.395168 -4.050220 -1.366996 -0.148 -0.454 -0.083
C -1.429674 -4.995541 -0.339397 0.037 0.146 0.010
C -1.844385 -6.284767 -0.624355 -0.024 -0.058 -0.007
C -2.222657 -6.631608 -1.914269 0.028 0.051 0.014
C -2.191349 -5.685934 -2.930990 -0.031 -0.049 -0.038
C -1.778959 -4.393616 -2.664679 0.052 0.146 0.021
H -1.135582 -4.700666 0.658709 0.017 0.021 0.042
H -1.874764 -7.022193 0.166631 0.006 0.010 -0.001
H -2.542799 -7.642455 -2.130702 -0.008 0.004 0.008
H -2.492091 -5.957341 -3.933983 0.009 0.010 0.002
H -1.751200 -3.647144 -3.447442 -0.002 -0.006 0.004
C -1.974218 1.577370 2.457141 0.096 0.003 -0.220
C -1.495035 2.594969 1.434089 -0.326 0.172 0.369
C -2.651153 3.513757 1.066237 0.168 -0.030 -0.146
O -0.911609 1.853825 0.316024 -0.780 1.059 -0.285
P -0.903191 2.327682 -1.284312 -0.327 0.706 -0.402
S -2.657300 2.102642 -2.109592 0.421 -0.042 0.141
S 0.696542 1.393317 -2.029891 -0.148 0.301 -0.460
O -0.476564 3.875391 -1.091647 -0.111 -0.282 0.186
C -0.983982 4.935162 -1.924039 -0.020 0.274 -0.165
C -0.356506 4.875262 -3.306839 -0.028 -0.158 0.142
C -0.665442 6.232104 -1.202011 0.009 -0.196 0.053
H -2.233260 2.100135 3.377541 -0.027 -0.023 0.018
H -1.206013 0.844518 2.683440 0.004 -0.033 0.068
H -2.857761 1.056584 2.083964 0.003 -0.008 0.008
H -0.680911 3.184452 1.862355 0.066 -0.049 -0.124
H -3.433481 2.960103 0.552240 -0.036 0.014 -0.002
H -2.325579 4.333912 0.434175 -0.068 0.015 -0.061
H -3.059397 3.937605 1.984981 0.051 -0.046 0.044
H -2.066585 4.809075 -2.015744 0.013 -0.038 0.046
H 0.731739 4.883491 -3.225487 -0.004 0.030 -0.011
H -0.680274 5.730593 -3.900744 -0.007 0.002 -0.008
H -0.661779 3.959668 -3.813837 0.036 0.017 -0.049
H 0.414855 6.337411 -1.089189 -0.006 0.049 -0.021
H -1.115040 6.240782 -0.208140 -0.002 0.036 -0.018
H -1.051572 7.077637 -1.770721 0.014 0.024 0.005
Cl 4.371555 -3.919277 -1.523083 -0.005 -0.082 -0.033
C 4.120229 -2.289460 -1.017771 0.006 0.161 0.057
C 5.114116 -1.336853 -1.173497 -0.074 -0.024 0.011
C 4.862188 -0.048922 -0.730403 0.013 -0.009 0.015
C 3.630840 0.237410 -0.165757 0.075 -0.034 0.003
N 2.672157 -0.680368 -0.038723 0.467 -0.163 -0.170
C 2.910159 -1.922580 -0.450158 0.056 -0.073 -0.004
H 6.056463 -1.602342 -1.632593 0.008 -0.010 0.018
H 5.610975 0.724205 -0.827916 -0.012 0.008 0.007
H 3.393403 1.229343 0.199374 0.007 0.011 -0.048
H 2.113584 -2.647168 -0.322475 0.014 -0.003 -0.025
```
Positions in Å, forces in eV/Å.

no.,E (Eh)
1,-109288.47368
2,-4032.42787
3,-3595.56753